[1]
A cluster of 2 separate species, C23H35BBr2FIN5O7 in total, computed with wB97M-V/def2-TZVPD.

Atoms and positions in Å:
1 C 0.676 4.532 1.072
2 B 1.051 3.079 1.521
3 O 1.194 2.832 2.858
4 C 1.233 1.935 0.355
5 C 2.353 0.925 0.570
6 C 3.435 1.505 1.475
7 C 4.799 0.759 1.583
8 N 5.886 1.401 0.833
9 N 4.749 -0.644 1.254
10 N 5.174 0.910 2.987
11 O 2.877 0.499 -0.724
12 C 3.563 1.393 -1.343
13 N 4.203 2.233 -1.889
14 O 1.860 -0.180 1.237
15 C 0.963 -0.986 0.483
16 C 1.626 -2.103 -0.322
17 C 1.781 -3.399 0.474
18 C 2.659 -3.260 1.708
19 C 0.441 -4.085 0.790
20 C -0.036 -0.173 -0.379
21 I -1.990 -1.131 -0.353
22 N -0.091 1.356 -0.144
23 C -1.102 1.612 0.922
24 Br -0.845 0.633 2.544
25 C -2.137 2.450 0.950
26 C -3.078 2.578 2.090
27 Br -2.603 3.668 -0.428
28 C -0.321 1.942 -1.518
29 C 0.750 1.678 -2.568
30 F -1.492 1.511 -2.001
31 H 0.328 5.128 1.900
32 H 1.613 4.984 0.734
33 H 0.018 4.573 0.215
34 H 1.910 3.345 3.242
35 H 1.629 2.608 -0.403
36 H 3.658 2.533 1.214
37 H 3.002 1.435 2.451
38 H 6.024 0.949 -0.054
39 H 5.707 2.384 0.699
40 H 5.343 -1.186 1.854
41 H 4.934 -0.853 0.286
42 H 4.840 0.133 3.536
43 H 6.177 0.981 3.043
44 H 0.380 -1.524 1.213
45 H 0.970 -2.334 -1.156
46 H 2.595 -1.805 -0.694
47 H 2.326 -4.070 -0.178
48 H 2.470 -2.350 2.258
49 H 2.537 -4.122 2.350
50 H 3.691 -3.260 1.395
51 H 0.480 -5.118 0.479
52 H 0.279 -4.097 1.858
53 H -0.385 -3.604 0.287
54 H 0.198 -0.405 -1.402
55 H -3.528 1.625 2.314
56 H -2.539 2.958 2.946
57 H -3.873 3.266 1.850
58 H -0.331 3.011 -1.399
59 H 1.510 2.444 -2.547
60 H 0.283 1.750 -3.534
61 H 1.259 0.726 -2.514
62 C -6.683 -3.154 -1.369
63 C -7.496 -3.394 -2.411
64 C -7.356 -2.654 -3.716
65 O -8.115 -2.942 -4.616
66 C -6.321 -1.636 -3.823
67 C -5.521 -1.397 -2.778
68 C -5.645 -2.157 -1.489
69 O -4.846 -1.895 -0.598
70 O -4.552 -0.486 -2.786
71 O -8.464 -4.288 -2.372
72 H -6.771 -3.683 -0.431
73 H -6.236 -1.098 -4.756
74 H -4.180 -0.522 -1.884
75 H -8.895 -4.267 -3.248

Values from the calculation:
Net charge: +1
F_max (eV/A): 3.99
E_HOMO (eV): -11.5871
Gap between HOMO and LUMO (eV): 8.13
Calculated total energy (eV): -197772.2083

=====

[2]
A cluster of 3 separate species, C12H29N4O8PS in total, computed with wB97M-V/def2-TZVPD.

Atoms and positions in Å:
1 O 2.009 3.272 -1.033
2 P 1.754 4.130 -2.183
3 O 1.084 5.512 -1.816
4 O 3.130 4.526 -2.924
5 O 2.953 5.699 -3.745
6 O 0.807 3.527 -3.295
7 C 1.212 3.409 -4.669
8 C 1.932 2.094 -5.020
9 S 2.201 1.014 -3.586
10 C 3.913 0.727 -3.712
11 N 4.552 -0.254 -4.258
12 N 5.905 0.001 -4.062
13 C 5.959 1.117 -3.418
14 O 4.750 1.645 -3.156
15 H 1.046 5.552 -0.852
16 H 3.873 5.921 -3.931
17 H 1.809 4.253 -4.984
18 H 0.287 3.451 -5.234
19 H 1.380 1.525 -5.757
20 H 2.901 2.331 -5.444
21 H 6.828 1.649 -3.082
22 C -0.335 0.946 1.386
23 C 0.111 -0.331 2.091
24 C 1.634 -0.491 2.180
25 O 2.254 -0.887 0.975
26 C 2.516 0.165 0.061
27 N -0.532 -1.481 1.446
28 H -0.215 0.878 0.305
29 H -1.391 1.132 1.583
30 H 0.233 1.810 1.736
31 H -0.258 -0.284 3.120
32 H 1.852 -1.288 2.895
33 H 2.100 0.427 2.564
34 H 2.779 1.093 0.575
35 H 1.664 0.348 -0.596
36 H 3.359 -0.141 -0.559
37 H -0.319 -2.319 1.981
38 H -0.069 -1.633 0.554
39 C -4.460 -2.888 4.709
40 C -3.548 -2.864 3.486
41 C -4.296 -2.888 2.148
42 O -4.816 -4.153 1.783
43 C -6.066 -4.486 2.353
44 N -2.573 -3.953 3.594
45 H -4.873 -3.881 4.889
46 H -3.900 -2.606 5.600
47 H -5.290 -2.187 4.596
48 H -2.992 -1.923 3.509
49 H -3.585 -2.625 1.363
50 H -5.094 -2.133 2.130
51 H -6.705 -3.604 2.456
52 H -5.954 -4.967 3.328
53 H -6.553 -5.192 1.681
54 H -1.903 -3.869 2.836
55 H -3.060 -4.825 3.403

Values from the calculation:
Net charge: 0
F_max (eV/A): 0.71
E_HOMO (eV): -8.9499
Gap between HOMO and LUMO (eV): 9.02
SMILES: O=[P@@](O)(OO)OCCSc1nnco1.COC[C@@H](C)N.COC[C@@H](C)N
Calculated total energy (eV): -55376.4489

=====

[3]
A structure of composition C38H50AlBeClF7N2NaO14S3, computed with wB97M-V/def2-TZVPD.

Atoms and positions in Å:
1 C 4.438 -3.032 -0.256
2 C 4.381 -1.791 -1.223
3 C 4.961 -0.571 -0.457
4 C 4.341 0.812 -0.828
5 O 3.139 0.733 -1.594
6 N 2.036 0.984 -0.744
7 C 1.501 2.313 -0.895
8 C 2.091 3.331 -0.157
9 C 1.621 4.627 -0.228
10 C 0.537 4.919 -1.060
11 C 0.016 6.363 -1.069
12 C -1.069 6.417 0.039
13 C -1.721 7.815 0.157
14 O -0.447 6.095 1.282
15 C -1.123 5.071 1.972
16 C -0.140 4.154 2.693
17 C 0.651 4.548 3.803
18 C 1.567 3.615 4.381
19 C 1.701 2.343 3.909
20 C 0.890 1.952 2.824
21 C -0.002 2.865 2.254
22 C -0.062 3.951 -1.839
23 C 0.448 2.667 -1.731
24 S -0.292 1.380 -2.728
25 C -0.039 -0.053 -1.674
26 C 1.062 -0.053 -0.839
27 C 1.210 -1.164 -0.016
28 C 0.301 -2.209 -0.079
29 C -0.815 -2.192 -0.927
30 C -1.818 -3.359 -0.926
31 C -1.507 -4.388 0.172
32 C -1.770 -3.904 1.585
33 C -3.223 -3.521 1.941
34 S -3.598 -3.962 3.639
35 O -4.674 -3.207 4.145
36 O -3.871 -5.363 3.746
37 O -2.332 -3.546 4.574
38 C -0.978 -1.076 -1.749
39 C -2.158 -0.994 -2.677
40 C -3.521 -0.668 -1.916
41 C -3.418 0.558 -0.926
42 C -4.413 0.512 0.239
43 F -4.797 -0.746 0.583
44 F -5.548 1.206 -0.076
45 C -3.798 1.140 1.529
46 F -4.658 0.997 2.541
47 F -3.491 2.429 1.346
48 F -2.682 0.451 1.884
49 H 3.745 -3.776 -0.668
50 H 5.455 -3.404 -0.105
51 H 3.999 -2.694 0.698
52 H 3.327 -1.689 -1.500
53 H 5.011 -2.044 -2.091
54 H 4.908 -0.770 0.624
55 H 6.039 -0.507 -0.688
56 H 5.095 1.472 -1.285
57 H 4.080 1.301 0.121
58 H 2.924 3.152 0.527
59 H 2.093 5.412 0.363
60 H 0.852 7.048 -0.873
61 H -0.474 6.550 -2.036
62 H -1.854 5.709 -0.268
63 H -2.505 7.727 0.927
64 H -2.208 8.033 -0.804
65 H -0.970 8.557 0.453
66 H -1.818 5.456 2.748
67 H -1.719 4.405 1.329
68 H 0.575 5.540 4.243
69 H 2.206 3.905 5.214
70 H 2.405 1.631 4.339
71 H 0.995 0.926 2.463
72 H -0.585 2.518 1.395
73 H -0.909 4.186 -2.490
74 H 2.061 -1.203 0.668
75 H 0.520 -3.052 0.586
76 H -1.939 -3.801 -1.923
77 H -2.793 -2.905 -0.673
78 H -2.091 -5.302 -0.005
79 H -0.445 -4.662 0.141
80 H -1.472 -4.712 2.285
81 H -1.128 -3.030 1.827
82 H -3.429 -2.443 1.863
83 H -3.955 -4.050 1.315
84 H -2.657 -2.840 5.195
85 H -2.012 -0.201 -3.473
86 H -2.311 -1.927 -3.244
87 H -4.269 -0.377 -2.720
88 H -3.910 -1.586 -1.473
89 H -3.671 1.469 -1.499
90 H -2.411 0.736 -0.525
91 Al -0.224 -2.641 3.344
92 O 1.044 -5.845 1.110
93 H 0.917 -6.497 1.805
94 C 4.050 -5.204 -3.610
95 C 5.567 -5.319 -3.390
96 C 6.031 -6.743 -3.728
97 O 5.862 -5.016 -2.018
98 H 3.484 -5.885 -2.978
99 H 3.699 -4.189 -3.412
100 H 3.781 -5.441 -4.665
101 H 6.030 -4.676 -4.142
102 H 5.555 -7.495 -3.110
103 H 7.113 -6.843 -3.610
104 H 5.793 -6.980 -4.770
105 Cl 5.082 -6.220 -0.988
106 Na -3.820 0.826 -3.865
107 N -4.628 -1.526 7.055
108 O -4.656 -0.316 6.772
109 O -4.376 -2.373 6.152
110 O -4.855 -1.905 8.217
111 Be 3.591 -6.643 -6.035
112 F -4.249 -2.974 -2.994
113 F 2.233 5.913 3.551
114 O -4.695 5.443 -3.486
115 S -3.340 5.352 -4.061
116 O -2.340 5.783 -3.061
117 O -3.264 6.252 -5.224
118 O -3.068 3.959 -4.465

Values from the calculation:
Net charge: -2
F_max (eV/A): 3.73
E_HOMO (eV): -3.7599
Gap between HOMO and LUMO (eV): 1.30
Calculated total energy (eV): -147309.0142

=====

[4]
A cluster of 2 separate species, C17H39BrN3O in total, computed with wB97M-V/def2-TZVPD.

Atoms and positions in Å:
1 C 4.414 -0.549 -0.462
2 C 3.566 -1.833 -0.358
3 C 2.060 -1.580 -0.281
4 Br 1.218 -2.943 0.863
5 N 1.394 -1.576 -1.575
6 C 2.124 -0.769 -2.542
7 C 1.433 -0.741 -3.902
8 N -0.026 -0.371 -3.849
9 C -0.307 1.120 -3.884
10 C 0.126 1.956 -2.690
11 C -0.712 -1.225 -2.789
12 C -2.205 -0.937 -2.703
13 O -2.428 0.247 -1.995
14 C -3.793 0.489 -1.658
15 C 0.000 -1.182 -1.454
16 H 4.977 -0.509 -1.400
17 H 5.128 -0.485 0.359
18 H 3.797 0.357 -0.419
19 H 3.856 -2.395 0.532
20 H 3.762 -2.509 -1.200
21 H 1.857 -0.642 0.260
22 H 3.094 -1.241 -2.734
23 H 2.337 0.250 -2.183
24 H 1.484 -1.729 -4.370
25 H 1.928 -0.019 -4.558
26 H -0.420 -0.709 -4.726
27 H -1.385 1.207 -4.038
28 H 0.194 1.469 -4.793
29 H -0.136 2.993 -2.919
30 H -0.402 1.681 -1.779
31 H 1.204 1.926 -2.525
32 H -0.614 -2.248 -3.177
33 H -2.625 -0.875 -3.725
34 H -2.684 -1.801 -2.220
35 H -3.933 0.343 -0.582
36 H -4.034 1.521 -1.923
37 H -4.460 -0.183 -2.207
38 H -0.137 -0.226 -0.934
39 H -0.502 -1.938 -0.845
40 C -0.803 2.803 5.042
41 C -1.269 2.017 3.827
42 N -0.270 1.077 3.343
43 C -0.553 0.555 2.026
44 C -1.801 -0.315 1.828
45 C 0.223 0.115 4.320
46 C -0.806 -0.778 5.021
47 H 0.160 3.276 4.847
48 H -1.528 3.581 5.279
49 H -0.702 2.172 5.925
50 H -1.467 2.715 3.007
51 H -2.232 1.537 4.061
52 H 0.321 -0.024 1.707
53 H -0.619 1.413 1.345
54 H -1.689 -1.298 2.284
55 H -1.966 -0.469 0.756
56 H -2.698 0.153 2.235
57 H 0.778 0.667 5.080
58 H 0.960 -0.510 3.808
59 H -1.647 -0.197 5.405
60 H -0.339 -1.274 5.873
61 H -1.203 -1.553 4.367

Values from the calculation:
Net charge: +1
F_max (eV/A): 0.26
E_HOMO (eV): -10.0667
Gap between HOMO and LUMO (eV): 7.21
Calculated total energy (eV): -94815.0051